Entry from OMol25: 6 unconnected molecules or ions with the total composition C28H51NO19 at a distorted geometry (ωB97M-V/def2-TZVPD).

Positions of all 99 atoms, in Å:
O1 -4.9468 -4.0899 -3.8419
O2 4.7440 -1.0074 2.5050
O3 -2.8175 -4.9088 4.4699
O4 3.5733 -0.9202 -2.6426
O5 -4.5378 5.6173 2.2007
O6 -3.9108 7.5074 -3.4703
O7 -2.3293 6.0280 1.7188
O8 -5.3819 -1.7049 -3.7987
O9 -4.8536 0.7467 -3.7654
O10 4.9991 -2.7279 4.0062
O11 -4.8155 5.5198 -3.7063
O12 8.2669 -6.0380 0.3792
O13 6.3464 -4.8920 0.9055
O14 3.0187 -2.3009 2.9226
O15 -3.0917 5.6539 3.8536
O16 7.4440 -6.2425 2.4054
O17 -3.0822 -5.3707 2.2349
O18 -5.1788 6.6664 -1.7487
O19 -2.8611 -3.2339 3.0497
N1 -2.6507 -3.3622 -1.3198
C1 -2.6555 -0.1048 -1.0787
C2 2.4377 -3.4067 3.6110
C3 -2.9353 -4.5845 3.1575
C4 -4.6513 -0.5094 -3.2850
C5 -4.8324 5.7342 0.8102
C6 6.1087 -0.6545 2.7227
C7 -1.7556 5.8121 4.3268
C8 -4.6353 -2.8913 -3.3393
C9 -0.4575 1.3395 -2.8732
C10 -1.8768 2.0983 -2.5624
C11 3.5520 1.6596 -2.1470
C12 -3.2281 5.7905 2.5104
C13 -3.6867 8.6816 -2.6924
C14 0.8066 1.9581 -1.9690
C15 -3.5736 -0.9628 -2.1342
C16 4.3228 -2.0782 3.2242
C17 -5.6115 4.4528 -3.1944
C18 6.4510 -5.9202 3.3772
C19 -2.9709 -2.7450 1.7143
C20 -2.8781 -6.3087 4.7361
C21 8.2018 -5.4851 -0.9339
C22 -3.5307 -2.4690 -2.1830
C23 -2.7089 1.5217 -1.2735
C24 3.9016 0.1289 -1.6609
C25 2.1392 1.7996 -2.9674
C26 4.2664 -2.1835 -2.3363
C27 -4.6853 6.5740 -2.8618
C28 7.2595 -5.6472 1.2000
H1 -3.1096 -4.3039 -1.2177
H2 -4.2998 4.9685 0.2370
H3 3.7103 -3.1489 -2.6960
H4 -3.1608 8.4353 -1.7643
H5 -2.8984 -1.6544 1.7466
H6 -3.1051 -0.3285 0.0040
H7 -2.1524 -3.1261 1.0951
H8 -2.7736 -6.4524 5.8150
H9 -0.1630 1.6012 -4.0003
H10 -2.2779 2.0067 -0.2821
H11 6.7712 -1.4747 2.4281
H12 -5.9065 5.5778 0.6779
H13 -0.4969 0.1685 -2.8227
H14 0.5623 3.1053 -1.8528
H15 1.9008 0.8287 -3.6197
H16 2.9534 -4.3369 3.3520
H17 6.4502 -4.8456 3.5867
H18 -1.5325 -0.4982 -1.0220
H19 -3.9410 -3.0129 1.2836
H20 5.3383 -2.1747 -2.8268
H21 5.0847 0.0908 -1.5173
H22 -1.0999 5.0495 3.8943
H23 -5.1625 4.0373 -2.2864
H24 9.0548 -5.8646 -1.5031
H25 3.3567 -0.0255 -0.6181
H26 -4.5830 6.7359 0.4456
H27 -2.0560 -6.8323 4.2377
H28 -2.5040 2.1079 -3.5503
H29 3.5477 2.4515 -1.2798
H30 0.9406 1.4066 -0.9439
H31 1.3947 -3.4921 3.2939
H32 -3.0562 9.3583 -3.2757
H33 -1.5974 3.2324 -2.3147
H34 -1.7990 -3.5474 -1.9215
H35 6.3372 0.2134 2.0979
H36 -5.6476 3.6647 -3.9516
H37 7.2832 -5.7991 -1.4399
H38 5.4624 -6.2516 3.0435
H39 6.6977 -6.4504 4.3012
H40 -1.3831 6.8169 4.1028
H41 -6.6343 4.7922 -3.0017
H42 8.2709 -4.3931 -0.8968
H43 2.0977 2.7001 -3.7264
H44 2.4561 -3.2406 4.6930
H45 4.4119 1.9973 -2.9033
H46 6.2739 -0.3784 3.7691
H47 -3.8448 1.8478 -1.3200
H48 -1.7640 5.6826 5.4126
H49 4.3617 -2.2558 -1.1650
H50 -4.6326 9.1901 -2.4796
H51 -3.8446 -6.7192 4.4262

Output
E_HOMO ... -9.804 eV